Density functional theory data (ωB97M-V with the def2-TZVPD basis set) for a structure of composition C28H44FN3O4S4Ti.

Calculated values
- HOMO level (spin up / spin down): -9.475 / -12.393 eV
- Spin multiplicity: 3
- Lowest unoccupied orbital energy (spin up / spin down): -4.25 / -4.28 eV
- Relative energy (zero: lowest compared OMol25 entry of this formula, charge and spin): 63.79 kJ/mol
- HOMO-LUMO gap (spin up / spin down): 5.2 / 8.1 eV
- Net charge: +2
- Electronic energy: -111572.9683 eV

Geometry as XYZ:
```
85
Properties=species:S:1:pos:R:3:forces:R:3
Ti 2.25274 0.30807 0.66490 1.4620 1.2798 3.3392
C 0.59115 2.78393 2.68725 0.0895 -0.0680 -0.2896
C 1.58504 2.31317 3.73508 0.0710 -0.3266 -0.0420
S 2.26590 0.65883 3.35213 0.1123 0.3919 0.1290
C 4.05403 0.94877 3.57467 -0.2784 -0.0475 -0.0587
C 4.71324 1.97896 2.66711 -0.0107 -0.0954 -0.3011
S 4.44007 1.67803 0.87867 0.0757 0.4090 0.2800
C 3.80927 3.27874 0.27078 0.1580 -0.1131 0.0829
C 2.59312 3.84873 0.98043 -0.2784 -0.1281 -0.0412
S 1.15991 2.70818 0.95863 0.4017 0.3334 0.2931
H 0.27249 3.80480 2.89611 -0.0545 -0.0119 0.0382
H -0.29204 2.14454 2.68423 -0.0392 0.0334 0.0121
H 1.08167 2.23602 4.69784 0.0200 0.1097 0.0271
H 2.41959 3.00260 3.84541 -0.0256 0.0305 0.0230
H 4.49161 -0.03631 3.41376 0.0521 0.0004 0.0772
H 4.21089 1.22337 4.61752 0.1022 -0.0450 0.0072
H 5.79074 1.93632 2.82414 -0.0044 0.0866 0.0774
H 4.38595 2.99195 2.89148 0.0169 0.0006 0.0267
H 3.57964 3.06597 -0.77294 0.0641 0.0344 -0.0319
H 4.63080 3.99327 0.31089 -0.0277 0.0435 -0.0714
H 2.28895 4.75870 0.46447 0.0621 0.0641 0.0624
H 2.80873 4.10456 2.01582 0.0049 0.0478 -0.0115
C -2.49055 0.09081 -4.86461 -0.0607 -0.0827 0.0622
C -2.31303 -1.05053 -3.86852 0.0029 0.1928 -0.2249
N -1.63479 -0.64309 -2.64376 0.0999 -0.1554 -0.0425
C -0.25758 -0.64388 -2.64519 0.2741 -0.0929 -0.0277
C 0.45281 -0.41419 -1.51371 -0.1118 0.0122 0.4671
C 1.94778 -0.27346 -1.43707 -0.3224 -0.6496 -1.6403
O 2.76087 -1.15747 -1.69244 -0.2395 0.0310 -0.0839
O 2.32246 0.93694 -1.04899 0.1373 0.5423 -1.8166
C -0.21768 -0.20438 -0.27705 -0.8276 -0.2295 -1.0358
O 0.49451 -0.07367 0.84609 -1.7881 -0.4921 0.1307
C -1.63227 -0.07532 -0.29478 0.3264 0.0415 0.3517
C -2.35252 0.25316 0.86012 0.0457 -0.0284 -0.0756
C -3.71501 0.45770 0.80112 -0.0314 -0.0937 -0.0918
F -4.34991 0.75085 1.96112 -0.0928 0.0075 -0.0450
C -4.42250 0.36784 -0.38872 0.0909 0.0619 0.1992
C -3.70351 -0.00376 -1.54175 0.0219 -0.0106 -0.0661
C -2.33914 -0.24917 -1.51687 -0.2366 0.0763 0.0673
N -5.80085 0.68791 -0.52835 -0.1163 0.0348 -0.0644
C -6.70616 -0.30221 -1.09235 0.0176 0.0548 0.1133
C -7.69473 0.43510 -2.02367 0.1382 -0.4482 -0.0035
N -7.68326 1.87605 -1.62723 -0.0360 0.0719 -0.0031
C -7.80265 2.00652 -0.14461 0.1110 -0.0143 0.3908
C -6.47721 1.50228 0.47244 0.1249 -0.0218 -0.1191
H -2.96003 -0.28317 -5.77457 -0.0108 0.0245 -0.0044
H -1.52374 0.51458 -5.13602 -0.0093 0.0306 0.0107
H -3.11229 0.88828 -4.45548 0.0297 0.0202 0.0088
H -1.71777 -1.83977 -4.32828 -0.0064 -0.0396 0.0723
H -3.27286 -1.49071 -3.60117 0.0380 -0.0726 0.0167
H 0.22421 -0.83864 -3.59261 -0.0477 -0.0071 -0.0198
H -1.83425 0.31748 1.80606 -0.0599 0.0304 0.0329
H -4.25009 -0.06971 -2.47299 0.0456 0.0737 -0.0167
H -7.25399 -0.83105 -0.30254 0.0059 -0.0257 -0.0157
H -6.14425 -1.04247 -1.65367 -0.0377 -0.0167 -0.0213
H -8.70717 0.05069 -1.92014 -0.0473 0.1228 -0.0070
H -7.39864 0.37105 -3.06898 0.0077 0.0943 -0.0011
H -8.39774 2.40410 -2.12535 -0.0255 0.0209 0.0186
H -6.75753 2.23941 -1.87101 -0.0213 0.0317 -0.1032
H -8.65361 1.40951 0.17655 -0.0397 -0.0070 -0.1229
H -7.98976 3.04500 0.11666 -0.0330 0.0144 -0.0912
H -6.70087 0.96029 1.39526 -0.0301 0.0057 0.0027
H -5.83246 2.34170 0.72458 -0.0143 0.0254 0.0236
C 7.03501 -1.25590 0.52859 -0.0565 -0.1551 -0.1018
C 6.51023 -2.61814 0.07554 -0.0033 0.2054 0.2407
C 4.99203 -2.65332 -0.10469 0.1824 -0.0386 0.1315
S 4.20261 -2.35380 1.51426 0.1452 -0.5764 -0.2840
O 3.23750 -1.16884 1.33412 0.5881 -1.1378 0.1928
C 3.13358 -3.81411 1.75517 -0.0778 0.3784 0.1339
C 1.83488 -3.85830 0.95801 0.1218 -0.0188 -0.2438
C 1.98091 -4.42105 -0.45520 -0.0784 0.0363 0.1183
H 8.11116 -1.30283 0.68709 -0.0047 0.0460 0.0133
H 6.57681 -0.95032 1.47345 0.0293 0.0527 0.0070
H 6.83276 -0.48870 -0.21993 -0.0252 0.0178 0.0207
H 6.80461 -3.38208 0.80076 0.0457 -0.0417 -0.0813
H 6.97319 -2.88292 -0.87524 -0.0737 -0.1012 -0.0215
H 4.65466 -3.61951 -0.47365 -0.0842 0.0237 0.0087
H 4.62445 -1.87398 -0.77185 -0.0849 0.0271 0.0301
H 2.93049 -3.78114 2.82694 0.0188 -0.0067 -0.0005
H 3.77448 -4.67760 1.56384 0.1086 0.0540 0.0063
H 1.39612 -2.85804 0.92314 -0.0771 -0.0299 0.0785
H 1.15060 -4.48561 1.53120 -0.0081 0.0321 0.0373
H 2.43126 -3.69676 -1.12873 0.0862 0.0389 -0.0866
H 1.00087 -4.67200 -0.86028 0.0081 0.0184 -0.0043
H 2.57605 -5.33681 -0.44843 -0.0053 0.0122 -0.0486
```
Positions in Å, forces in eV/Å.